No. 1
A 2-piece molecular cluster, C5H12O6S3 overall, computed with ωB97M-V/def2-TZVPD.

Geometry as XYZ:
```
26
C5H12O6S3 (ωB97M-V/def2-TZVPD)
S -1.901 -0.102 -0.272
S 0.568 -1.418 -0.868
S 0.421 1.462 -0.928
O 0.485 -1.210 -2.274
O -2.373 -0.756 0.904
O -0.470 1.769 -2.003
O 0.527 2.437 0.127
O 1.920 -1.650 -0.362
O -2.160 -0.828 -1.514
C -0.422 -2.863 -0.334
C 2.116 1.170 -1.450
C 0.795 0.141 2.362
C -0.114 0.012 -0.217
C -2.519 1.629 -0.137
H 1.562 -0.369 1.838
H -2.079 2.288 -0.789
H 0.836 1.017 2.889
H -1.392 -2.284 0.023
H 2.287 1.191 -2.509
H 2.643 0.433 -1.011
H -0.600 -3.360 -1.228
H -0.007 -0.560 2.648
H 2.692 2.059 -1.088
H -2.403 1.678 0.873
H -3.600 1.519 -0.377
H 0.203 -3.380 0.496
```

Calculated values
Calculated total energy   -50162.4774 eV
LUMO energy (alpha / beta)   -2.6 / -1.1 eV
Relative energy (zero: lowest compared OMol25 entry of this formula, charge and spin)   219.4 kJ/mol
HOMO (alpha / beta)   -9.7 / -10.2 eV

No. 2
One molecule with the formula C5H12OS, computed with ωB97M-V/def2-TZVPD.

Geometry as XYZ:
```
19
C5H12OS (ωB97M-V/def2-TZVPD)
S -0.729 -1.142 -0.816
O -1.962 -0.489 -1.112
C -1.265 -2.438 0.631
C -0.178 2.328 -0.981
C 0.812 1.247 -0.858
C 1.409 -0.551 1.085
C 0.146 0.176 0.288
H -1.085 1.815 -1.085
H -2.314 -2.775 0.352
H -0.471 0.903 0.849
H 1.797 1.456 -0.329
H 2.235 0.091 1.466
H 0.920 -1.125 1.829
H -0.218 3.114 -0.181
H -0.536 -3.267 0.859
H -1.194 -1.735 1.383
H 0.863 0.642 -1.772
H 1.854 -1.160 0.276
H -0.085 2.911 -1.885
```

Calculated values
Calculated total energy   -18259.4952 eV
LUMO energy   0.9 eV
Relative energy (zero: lowest compared OMol25 entry of this formula, charge and spin)   286.6 kJ/mol
HOMO   -8.9 eV

No. 3
A 2-piece molecular cluster, C5H12OS overall, computed with ωB97M-V/def2-TZVPD.

Geometry as XYZ:
```
19
C5H12OS (ωB97M-V/def2-TZVPD)
S 0.581 -0.751 -3.546
O 0.629 0.889 2.930
C -1.637 1.643 2.787
C -0.137 1.813 2.709
C 0.359 3.192 2.341
C 0.178 -3.273 -2.397
C 1.249 -2.313 -2.895
H -2.058 2.318 3.551
H -0.145 -1.303 -4.542
H -2.100 1.880 1.815
H 1.462 3.211 2.317
H -0.432 -2.794 -1.613
H -0.020 3.482 1.346
H 1.884 -2.785 -3.670
H 0.646 -4.179 -1.976
H 0.011 3.934 3.079
H -0.485 -3.572 -3.226
H -1.893 0.605 3.055
H 1.910 -1.999 -2.065
```

Calculated values
Calculated total energy   -18262.1275 eV
LUMO energy   0.7 eV
SMILES   CC(C)=O.CCS
Relative energy (zero: lowest compared OMol25 entry of this formula, charge and spin)   32.6 kJ/mol
HOMO   -9.0 eV

No. 4
An isolated ion of composition C5H12OS2 and charge -1, computed with ωB97M-V/def2-TZVPD.

Geometry as XYZ:
```
20
C5H12OS2 (ωB97M-V/def2-TZVPD)
S 1.177 -0.854 -1.709
S 0.076 0.177 -0.312
O -3.115 2.932 1.838
C 3.319 -2.781 -1.345
C -1.621 1.014 1.833
C 2.932 -1.307 -1.338
C -1.267 -0.246 1.081
C -2.900 1.621 1.302
H -2.363 3.159 2.402
H 2.435 -3.423 -1.400
H 3.287 -0.787 -0.458
H -0.900 1.807 1.568
H -1.606 1.054 2.932
H 3.670 -3.072 -0.374
H -2.061 -0.676 0.464
H -3.831 1.059 1.448
H 4.037 -3.019 -2.114
H -2.813 1.645 0.221
H 3.447 -0.759 -2.124
H -0.959 -1.155 1.613
```

Calculated values
Expectation value of S²   0.756
Calculated total energy   -29095.8982 eV
LUMO energy (alpha / beta)   3.5 / 3.5 eV
Relative energy (zero: lowest compared OMol25 entry of this formula, charge and spin)   34.9 kJ/mol
Net charge   -1
Spin multiplicity   2
HOMO (alpha / beta)   -0.5 / -3.3 eV

No. 5
C5H12OSi2 as an isolated structure, computed with ωB97M-V/def2-TZVPD.

Geometry as XYZ:
```
20
C5H12OSi2 (ωB97M-V/def2-TZVPD)
Si 2.690 -0.570 -0.164
Si -1.025 -1.689 -0.067
O -2.159 -0.544 -0.511
C -1.911 0.819 -0.545
C 1.209 0.612 -0.384
C -0.071 -0.786 1.281
C 0.121 0.408 0.618
C -0.993 1.383 0.615
H 3.873 0.133 -0.691
H 2.501 -1.791 -0.951
H -0.736 2.410 0.353
H -1.890 -2.729 0.454
H -0.201 -2.042 -1.219
H 0.807 0.514 -1.396
H -0.785 -0.672 2.113
H 2.886 -0.878 1.250
H -1.562 1.362 1.544
H -1.423 1.076 -1.494
H 1.544 1.651 -0.306
H -2.875 1.334 -0.502
```

Calculated values
Calculated total energy   -23180.5069 eV
LUMO energy   0.5 eV
Relative energy (zero: lowest compared OMol25 entry of this formula, charge and spin)   200.6 kJ/mol
HOMO   -8.6 eV

No. 6
One molecule with the formula C5H12P2S, computed with ωB97M-V/def2-TZVPD.

Geometry as XYZ:
```
20
C5H12P2S (ωB97M-V/def2-TZVPD)
S -1.086 0.296 -1.371
P -0.004 1.688 0.091
P 0.374 0.536 1.920
C 1.782 -0.433 1.233
C 1.963 -0.238 -0.328
C 1.638 1.284 -0.608
C -2.991 -0.072 -1.895
C -0.916 -0.747 1.810
H -3.485 -0.362 -0.983
H -1.971 -0.291 1.930
H 1.616 1.548 -1.734
H -0.858 -1.152 0.799
H 2.388 2.000 -0.262
H -0.628 -1.419 2.639
H 1.112 -0.735 -0.918
H 1.474 -1.454 1.455
H 2.662 -0.124 1.759
H -3.332 0.924 -2.210
H -2.800 -0.693 -2.832
H 3.064 -0.556 -0.495
```

Calculated values
Calculated total energy   -34790.8169 eV
LUMO energy   0.1 eV
SMILES   CSP1#P(C)CCC1
Relative energy (zero: lowest compared OMol25 entry of this formula, charge and spin)   127.1 kJ/mol
HOMO   -8.1 eV

No. 7
A 2-piece molecular cluster, C5H12S overall, computed with ωB97M-V/def2-TZVPD.

Geometry as XYZ:
```
18
C5H12S (ωB97M-V/def2-TZVPD)
S 0.364 -1.021 0.903
C -0.118 -1.440 -0.654
C 0.678 0.841 0.390
C -2.545 0.623 -0.739
C 2.317 -1.191 1.364
C -1.857 1.714 -1.061
H 1.494 1.086 1.058
H -1.242 1.886 -1.999
H 2.486 -1.921 2.197
H 0.776 0.683 -0.689
H -0.293 1.153 0.626
H -1.955 2.628 -0.587
H -3.120 0.606 0.227
H -2.482 -0.395 -1.261
H 2.968 -1.371 0.588
H -0.706 -2.424 -0.699
H 0.517 -1.207 -1.451
H 2.718 -0.248 1.788
```

Calculated values
Calculated total energy   -16209.7639 eV
LUMO energy   0.9 eV
Relative energy (zero: lowest compared OMol25 entry of this formula, charge and spin)   483.6 kJ/mol
HOMO   -7.2 eV

No. 8
One molecule with the formula C5H12S, computed with ωB97M-V/def2-TZVPD.

Geometry as XYZ:
```
18
C5H12S (ωB97M-V/def2-TZVPD)
S 0.338 0.632 -0.025
C 0.007 2.308 -0.032
C -1.424 -0.390 0.358
C -2.427 -0.718 -0.735
C 2.496 -1.094 0.152
C 1.994 0.312 0.441
H -0.974 -1.264 0.779
H 1.673 -1.373 -0.516
H -1.823 -0.847 -1.701
H 0.739 2.862 0.478
H -1.848 0.214 1.095
H 2.183 0.792 1.387
H 3.370 -1.153 -0.420
H -3.180 0.166 -0.797
H 2.566 -1.624 1.107
H 0.397 0.253 -1.201
H -3.016 -1.618 -0.485
H -1.072 2.545 0.115
```

Calculated values
Calculated total energy   -16208.0805 eV
LUMO energy   0.8 eV
SMILES   C=[S@@H](=CC)CC
Relative energy (zero: lowest compared OMol25 entry of this formula, charge and spin)   646.0 kJ/mol
HOMO   -7.3 eV